Entry 1:
A cluster of 16 separate species, C18H68N12O16 in total, computed with wB97M-V/def2-TZVPD.

Cartesian coordinates (Å):
C -4.83 -1.27 -0.02
C -5.24 -0.19 -0.93
O -4.25 0.14 -1.87
H -3.90 -1.04 0.45
H -4.68 -2.16 -0.67
H -5.62 -1.40 0.68
H -5.45 0.64 -0.31
H -6.17 -0.43 -1.42
H -4.62 0.16 -2.76
C 1.59 -4.78 0.21
C 2.24 -5.19 1.51
O 3.62 -4.87 1.52
H 1.46 -3.69 0.03
H 0.61 -5.20 0.27
H 2.18 -5.08 -0.66
H 2.29 -6.27 1.60
H 1.69 -4.88 2.36
H 3.90 -4.26 2.23
C 3.99 1.92 2.53
O 3.58 2.90 3.43
N 5.22 1.68 2.25
N 3.19 1.01 2.04
H 5.97 2.34 2.56
H 5.63 1.12 1.47
H 2.18 1.08 2.26
H 3.52 0.25 1.45
C -2.10 1.99 -4.30
O -1.61 2.21 -5.56
N -3.04 2.66 -3.66
N -1.61 0.99 -3.60
H -3.45 3.56 -4.05
H -3.31 2.47 -2.63
H -0.87 0.35 -4.01
H -1.82 0.78 -2.59
C 0.20 1.94 4.01
O 0.60 1.31 2.86
N 1.07 2.56 4.73
N -1.01 2.01 4.52
H 1.95 2.63 4.25
H 0.91 2.97 5.66
H -1.70 1.55 3.90
H -1.32 2.52 5.31
C -0.08 -0.01 -0.85
O -1.43 0.27 -0.90
N 0.83 0.79 -0.37
N 0.42 -1.20 -1.14
H 0.47 1.62 0.08
H 1.77 0.48 0.00
H -0.38 -1.87 -1.36
H 1.12 -1.63 -0.55
C 3.07 0.52 -2.98
O 4.40 0.73 -3.35
N 2.27 1.49 -2.62
N 2.52 -0.62 -2.79
H 2.80 2.28 -2.20
H 1.43 1.33 -2.02
H 3.10 -1.46 -3.07
H 1.60 -0.74 -2.36
C -4.10 3.44 -0.99
O -5.36 3.22 -1.52
N -3.70 4.60 -0.50
N -3.20 2.50 -0.99
H -4.42 5.17 0.01
H -2.73 4.70 -0.20
H -3.47 1.49 -1.19
H -2.27 2.74 -0.66
C -1.49 -2.46 1.76
O -0.94 -3.71 2.16
H -2.35 -2.65 1.24
H -0.78 -1.83 1.24
H -1.70 -1.81 2.65
H -0.45 -3.58 2.98
C 4.18 -1.86 0.25
O 3.47 -0.70 -0.13
H 3.64 -2.76 0.06
H 4.48 -1.80 1.30
H 5.03 -2.03 -0.40
H 3.17 -0.72 -1.05
C 1.31 5.12 1.27
O 1.78 3.80 0.94
H 0.88 5.25 2.23
H 0.64 5.58 0.46
H 2.14 5.74 1.48
H 2.30 3.81 0.13
C -2.37 1.00 1.87
O -2.97 0.94 3.16
H -3.21 0.82 1.19
H -1.72 0.14 1.75
H -1.89 1.96 1.63
H -3.71 0.26 3.12
C -2.11 -2.69 -2.75
O -1.57 -3.02 -1.45
H -2.23 -3.58 -3.34
H -1.52 -1.95 -3.29
H -3.01 -2.16 -2.61
H -2.11 -3.75 -1.12
C -0.21 3.74 -1.44
O -0.69 3.33 -0.19
H -0.91 4.45 -1.94
H -0.15 2.83 -2.05
H 0.72 4.27 -1.40
H -0.02 3.56 0.43
C 1.14 -3.95 -3.37
O 1.51 -5.04 -4.23
H 2.07 -3.42 -3.08
H 0.75 -4.36 -2.47
H 0.33 -3.36 -3.88
H 2.26 -5.45 -3.82
C 1.74 -2.05 2.65
O 1.35 -2.87 3.78
H 1.11 -1.13 2.59
H 1.87 -2.51 1.71
H 2.76 -1.68 2.90
H 1.83 -2.57 4.55

Values from the calculation:
HOMO level, Ha: -0.3028
Relative energy (zero: lowest compared OMol25 entry of this formula, charge and spin), kJ/mol: 2.73
LUMO, eV: 0.020

---

Entry 2:
An isolated molecule of C17H20O8, computed with wB97M-V/def2-TZVPD.

Cartesian coordinates (Å):
C -2.60 -3.77 1.92
C -3.60 -4.82 1.45
C -3.64 -4.98 -0.07
C -4.23 -3.78 -0.80
H -4.51 -4.05 -1.83
H -5.13 -3.41 -0.30
O -3.26 -2.74 -0.86
C -3.66 -1.59 -1.43
O -4.77 -1.43 -1.88
C -2.61 -0.56 -1.43
C -1.41 -0.73 -0.87
C -0.33 0.24 -0.82
C 0.86 -0.12 -0.18
C 1.92 0.76 -0.10
C 1.82 2.04 -0.66
C 0.63 2.41 -1.28
C -0.42 1.52 -1.36
H -1.33 1.84 -1.85
H 0.55 3.39 -1.71
O 2.92 2.85 -0.49
C 3.19 3.89 -1.30
O 2.60 4.22 -2.28
O 4.28 4.49 -0.81
C 4.76 5.60 -1.56
H 5.00 5.29 -2.58
H 4.00 6.39 -1.60
H 5.65 5.94 -1.04
O 3.10 0.32 0.47
C 3.68 1.02 1.46
O 4.80 0.81 1.81
O 2.84 1.89 2.03
C 3.39 2.70 3.06
H 2.54 3.18 3.55
H 3.95 2.09 3.76
H 4.05 3.45 2.62
H 0.98 -1.11 0.25
H -1.19 -1.69 -0.42
H -2.92 0.36 -1.90
H -2.63 -5.16 -0.45
H -4.25 -5.85 -0.32
H -3.34 -5.79 1.89
H -4.60 -4.56 1.81
H -2.86 -2.79 1.54
H -2.58 -3.73 3.00
H -1.60 -4.02 1.57

Values from the calculation:
HOMO level, Ha: -0.3264
LUMO, eV: -0.179
SMILES: CCCCOC(=O)/C=C/c1ccc(OC(=O)OC)c(OC(=O)OC)c1

---

Entry 3:
An isolated molecule of C6H8INO, computed with wB97M-V/def2-TZVPD.

Cartesian coordinates (Å):
C -0.43 1.20 0.57
C -1.15 0.91 -0.57
C 0.93 0.62 0.94
C -0.65 -0.02 -1.71
C -0.92 -1.47 -1.27
C 0.98 -0.19 2.11
N 1.94 0.72 0.17
O -1.23 -1.82 -0.19
I -0.48 -2.90 -2.82
H -0.80 1.67 1.52
H -2.18 1.37 -0.72
H -1.14 0.21 -2.69
H 0.36 -0.13 -2.04
H 1.55 -1.14 1.98
H -0.02 -0.40 2.42
H 1.51 0.19 2.94
H 1.74 1.20 -0.63

Values from the calculation:
HOMO level, Ha: -0.3594
Relative energy (zero: lowest compared OMol25 entry of this formula, charge and spin), kJ/mol: 51.91
LUMO, eV: 0.248
SMILES: [H]/N=C(C)\C=C/CC(=O)I

---

Entry 4:
An isolated molecule of C27H48BCl2N3O8, computed with wB97M-V/def2-TZVPD.

Cartesian coordinates (Å):
C 2.15 0.78 2.02
C 2.08 1.58 0.59
C 0.99 2.85 0.58
C 1.00 3.52 2.07
C -0.53 2.35 0.07
C -0.53 2.76 -1.56
C 0.29 1.67 -2.49
C 0.07 1.97 -4.09
N 0.16 0.68 -4.91
O -0.57 0.93 0.28
C -1.83 0.28 0.49
C -2.95 0.33 -0.70
C -4.44 0.70 -0.04
O -4.65 1.67 0.85
O -5.62 -0.11 -0.44
C -6.56 0.68 -1.25
C -7.04 0.08 -2.74
O -7.14 1.84 -0.89
C -1.47 -1.35 0.67
O -0.21 -1.47 1.41
C 0.53 -2.68 1.17
C -0.19 -4.09 1.62
N -0.98 -4.77 0.54
C 1.09 -2.90 -0.35
C 2.37 -1.96 -0.77
C 3.71 -2.94 -0.90
C 5.08 -2.07 -1.28
C 5.89 -1.52 0.04
O 7.19 -0.92 -0.42
C 6.91 0.43 -0.98
O 1.76 -2.58 2.04
C 1.27 -2.29 3.42
N 1.22 -1.72 4.60
C -2.81 -1.97 1.42
Cl -4.01 -2.94 0.32
C -3.16 -1.83 2.86
C -2.18 -1.04 3.90
Cl -4.76 -2.64 3.42
B -1.62 3.31 0.78
C -2.20 4.72 0.08
O -2.18 3.04 2.16
H 2.68 1.44 2.86
H 1.06 0.56 2.45
H 2.82 -0.20 1.96
H 3.14 2.12 0.46
H 1.96 0.90 -0.36
H 1.47 3.65 -0.15
H 0.69 4.68 2.09
H 0.45 2.89 2.91
H 2.14 3.54 2.42
H 0.00 3.81 -1.75
H -1.64 2.92 -1.97
H 0.05 0.55 -2.25
H 1.44 1.87 -2.27
H 0.86 2.71 -4.56
H -0.99 2.46 -4.25
H -0.08 -0.16 -4.31
H -0.53 0.71 -5.69
H -2.40 0.53 1.51
H -3.13 -0.71 -1.25
H -2.78 1.11 -1.54
H -6.85 -1.07 -2.85
H -8.22 0.22 -2.75
H -6.63 0.73 -3.63
H -1.46 -1.80 -0.41
H -0.88 -3.86 2.57
H 0.64 -4.84 1.99
H -0.29 -5.42 0.06
H -1.61 -5.45 1.06
H 1.49 -4.02 -0.40
H 0.30 -2.81 -1.20
H 2.66 -1.13 0.00
H 2.17 -1.52 -1.85
H 3.89 -3.38 0.19
H 3.52 -3.83 -1.65
H 5.85 -2.73 -1.90
H 4.72 -1.19 -1.98
H 5.26 -0.73 0.64
H 6.20 -2.39 0.78
H 6.33 1.12 -0.22
H 7.95 0.91 -1.25
H 6.26 0.37 -1.97
H -1.60 -1.88 4.51
H -2.79 -0.44 4.72
H -1.37 -0.36 3.42
H -2.82 5.36 0.86
H -1.30 5.34 -0.38
H -2.90 4.39 -0.80
H -1.66 2.28 2.58

Values from the calculation:
HOMO level, Ha: -0.3447
LUMO, eV: -0.040
SMILES: CC[C@H](C)[C@@](CCCN)(O[C@@H](CC(=O)OC(C)=O)[C@@H](O[C@@](CN)(CCCCCOC)OC#N)/C(Cl)=C(\C)Cl)B(C)O

---

Entry 5:
A structure of composition C13H27CsN3NbO3, computed with wB97M-V/def2-TZVPD.

Cartesian coordinates (Å):
N -1.15 1.28 0.56
C -1.37 2.13 1.41
O -1.61 2.95 2.23
Cs -2.14 -1.48 -1.95
Nb 0.48 -0.09 0.27
N 0.99 0.62 -1.59
N -0.84 -1.69 0.19
C 1.08 2.05 -2.00
C -1.84 -2.13 1.24
C -0.22 2.42 -2.71
C 2.25 2.29 -2.95
C 1.29 2.96 -0.79
C -2.31 -3.56 0.94
C -1.15 -2.10 2.61
C -3.05 -1.18 1.20
H -0.36 1.82 -3.63
H -0.21 3.48 -2.99
H -1.09 2.25 -2.06
H 3.19 1.93 -2.51
H 2.36 3.37 -3.12
H 2.11 1.83 -3.93
H 0.43 2.97 -0.12
H 1.43 3.98 -1.16
H 2.19 2.67 -0.24
H -2.75 -3.68 -0.06
H -3.09 -3.82 1.67
H -1.50 -4.29 1.06
H -0.33 -2.83 2.64
H -1.89 -2.36 3.39
H -0.74 -1.10 2.84
H -2.76 -0.13 1.09
H -3.59 -1.28 2.15
H -3.77 -1.46 0.41
C 0.24 -2.64 -0.11
H 1.24 -2.12 -0.10
H 0.31 -3.44 0.66
H 0.13 -3.13 -1.10
C 1.24 -0.34 -2.68
H 2.20 -0.12 -3.18
H 1.33 -1.37 -2.32
H 0.45 -0.31 -3.47
C 1.44 1.30 3.18
O 0.99 0.54 2.06
C 2.37 -0.32 1.03
O 3.43 -0.36 1.53
H 2.34 1.87 2.94
H 1.61 0.62 4.02
H 0.64 2.00 3.44

Values from the calculation:
HOMO level (spin up / spin down), Ha: -0.5851 / -0.5853
Relative energy (zero: lowest compared OMol25 entry of this formula, charge and spin), kJ/mol: 263.14
LUMO (spin up / spin down), eV: -8.609 / -8.605
Charge: +2

---

Entry 6:
A structure of composition C4H10N2O, computed with wB97M-V/def2-TZVPD.

Cartesian coordinates (Å):
C 0.82 -0.16 -0.73
C -1.03 -0.23 -0.65
C 0.47 1.76 0.70
C -1.57 -1.45 0.05
N 0.55 0.31 0.59
N 2.38 -0.03 0.64
O 2.83 -1.07 0.96
H 0.97 -1.22 -0.87
H 1.13 0.53 -1.51
H -1.13 -0.31 -1.73
H -1.56 0.68 -0.38
H 1.27 2.27 0.15
H -0.49 2.16 0.33
H 0.53 2.05 1.76
H -2.60 -1.63 -0.28
H -0.98 -2.35 -0.17
H -1.59 -1.31 1.13

Values from the calculation:
HOMO level (spin up / spin down), Ha: -0.2759 / -0.2679
Relative energy (zero: lowest compared OMol25 entry of this formula, charge and spin), kJ/mol: 745.50
LUMO (spin up / spin down), eV: -0.044 / 0.260

---

no.,total energy (Ha)
1,-2587.35371
2,-1261.73792
3,-661.04885
4,-2768.41177
5,-978.07391
6,-342.91752